# 1
# C28H32CrN7O4

A structure of composition C28H32CrN7O4 (wB97M-V/def2-TZVPD, the Open Molecules 2025 dataset).

Last column: Mulliken spin population.
CARTESIAN COORDINATES (ANGSTROEM)
Cr -0.867 -0.357 -0.883  3.219
C -0.253 -0.570 2.131  0.041
C 1.021 -1.286 1.709  -0.002
C 1.791 -0.668 0.567  0.043
C 3.171 -0.565 0.703  0.000
C 3.933 0.040 -0.276  0.008
C 3.290 0.567 -1.385  0.002
C 1.926 0.419 -1.473  0.062
N 1.177 -0.209 -0.546  -0.237
N -1.371 -0.733 1.160  -0.071
C -1.919 -2.116 1.270  0.009
C -1.243 -3.047 0.311  0.048
C -1.217 -4.419 0.505  0.000
C -0.529 -5.212 -0.395  0.007
C 0.138 -4.605 -1.454  -0.001
C 0.057 -3.238 -1.585  0.027
N -0.644 -2.467 -0.735  -0.082
C -2.448 0.256 1.406  0.007
C -3.469 0.087 0.312  0.038
C -4.809 0.389 0.474  0.003
C -5.691 0.122 -0.561  0.006
C -5.213 -0.475 -1.720  -0.001
C -3.862 -0.736 -1.816  0.029
N -2.997 -0.439 -0.837  -0.155
H -0.068 0.495 2.225  0.002
H -0.579 -0.967 3.096  0.001
H 0.845 -2.347 1.509  -0.001
H 1.685 -1.259 2.575  0.001
H 3.629 -0.934 1.610  0.000
H 5.006 0.127 -0.163  -0.001
H 3.825 1.093 -2.162  0.000
H 1.399 0.849 -2.312  -0.012
H -2.990 -2.112 1.069  -0.002
H -1.793 -2.477 2.292  0.000
H -1.715 -4.850 1.364  0.000
H -0.490 -6.285 -0.263  0.000
H 0.717 -5.182 -2.161  0.000
H 0.590 -2.734 -2.381  0.000
H -1.989 1.249 1.386  -0.005
H -2.910 0.103 2.386  0.006
H -5.155 0.812 1.408  0.000
H -6.743 0.351 -0.455  0.000
H -5.873 -0.737 -2.534  0.000
H -3.457 -1.212 -2.699  0.002
N -1.195 1.619 -1.530  -0.021
C -1.005 1.825 -2.985  0.013
C -1.356 0.561 -3.734  0.008
N -0.736 -0.588 -3.006  -0.012
H -2.133 1.909 -1.268  0.010
H -0.527 2.316 -1.072  0.000
H 0.038 2.103 -3.141  -0.004
H -1.597 2.665 -3.347  -0.001
H -1.018 0.594 -4.770  -0.001
H -2.434 0.407 -3.740  -0.002
H 0.244 -0.659 -3.275  0.002
H -1.160 -1.460 -3.315  0.006
O 0.783 3.225 -0.657  0.005
C 0.859 2.788 0.517  0.003
O -0.017 2.047 1.039  0.005
C 2.139 3.007 1.275  -0.001
C 3.112 3.896 0.827  0.001
C 4.324 4.005 1.496  0.000
C 4.598 3.198 2.593  0.000
C 3.623 2.306 3.003  0.000
C 2.394 2.222 2.386  0.000
N 3.910 1.363 4.097  0.000
O 3.200 0.367 4.167  0.000
O 4.882 1.563 4.779  0.000
H 2.906 4.500 -0.047  0.000
H 5.069 4.712 1.156  0.000
H 5.542 3.248 3.117  0.000
H 1.651 1.538 2.763  0.000

**Molar mass**: 582.605 g/mol
**⟨S²⟩**: 3.783
**Net charge**: +2
**Lowest unoccupied orbital energy (alpha / beta)**: -0.22549 / -0.23461 hartree
**Maximum force**: 0.669 eV Å⁻¹
**Electronic energy**: -76585.2681 eV
**HOMO energy (alpha / beta)**: -13.9 / -13.9 eV
**Multiplicity**: 4

# 2
# C28H32F33INO4

A cluster of 5 separate species, C28H32F33INO4 in total at a distorted geometry (wB97M-V/def2-TZVPD, the Open Molecules 2025 dataset).

Last column: Mulliken charge in e.
CARTESIAN COORDINATES (ANGSTROEM)
C -3.833 1.610 -0.503  -1.276
C -2.396 1.191 -1.062  -0.065
I -0.939 1.911 0.366  0.174
C -2.283 1.832 -2.491  -0.894
N -0.868 1.951 -3.010  0.330
C -0.567 3.413 -3.171  -0.675
C 0.857 3.730 -3.742  -0.720
C 1.346 2.785 -4.920  -0.615
C 0.556 1.422 -5.094  -0.543
C -0.832 1.348 -4.372  -0.072
F -1.102 -0.023 -4.173  -0.299
H -4.664 1.141 -1.085  0.372
H -3.894 1.441 0.595  0.382
H -3.936 2.723 -0.661  0.387
H -2.429 0.077 -1.168  0.403
H -2.973 1.301 -3.197  0.311
H -2.703 2.872 -2.409  0.363
H -0.174 1.444 -2.440  0.413
H -1.339 3.834 -3.858  0.469
H -0.688 3.910 -2.175  0.387
H 0.788 4.766 -4.174  0.327
H 1.647 3.811 -2.946  0.321
H 1.379 3.382 -5.859  0.319
H 2.411 2.515 -4.685  0.253
H 1.193 0.544 -4.836  0.200
H 0.343 1.317 -6.192  0.292
H -1.672 1.716 -5.016  0.412
C 0.270 -2.673 -5.435  -0.335
C 1.381 -2.235 -6.417  0.882
C 1.350 -2.851 -7.819  0.074
F 1.507 -4.181 -7.803  -0.224
F 2.369 -2.355 -8.561  -0.265
F 2.583 -2.429 -5.833  -0.299
F 1.251 -0.875 -6.576  -0.290
O 0.591 -3.677 -4.463  -0.424
C 0.452 -5.035 -4.795  0.720
C 1.780 -5.792 -4.725  0.231
F 2.682 -5.282 -5.584  -0.231
F 1.598 -7.087 -5.061  -0.245
F -0.163 -5.158 -5.977  -0.284
F -0.399 -5.550 -3.879  -0.448
H 0.061 -1.793 -4.828  -0.006
H -0.671 -2.889 -5.943  0.433
H 0.414 -2.614 -8.333  0.308
H 2.203 -5.745 -3.719  0.257
C -2.806 -7.948 0.781  -0.749
C -3.068 -6.660 1.599  0.908
C -4.504 -6.130 1.633  0.093
F -4.956 -5.774 0.420  -0.212
F -4.567 -5.016 2.405  -0.273
F -2.214 -5.696 1.185  -0.268
F -2.722 -6.945 2.886  -0.327
O -2.258 -7.802 -0.537  -0.368
C -3.119 -7.606 -1.629  0.704
C -2.870 -6.267 -2.324  0.721
F -3.072 -5.228 -1.486  -0.248
F -3.723 -6.103 -3.363  -0.281
F -4.395 -7.773 -1.254  -0.278
F -2.854 -8.602 -2.497  -0.282
H -2.022 -8.480 1.325  0.404
H -3.660 -8.627 0.791  0.326
H -5.187 -6.871 2.059  0.283
H -1.847 -6.204 -2.698  -0.009
C 3.389 4.773 3.560  -0.704
C 4.927 4.779 3.391  0.897
C 5.477 4.598 1.973  0.125
F 5.151 3.408 1.437  -0.215
F 6.829 4.648 1.993  -0.273
F 5.462 3.868 4.230  -0.265
F 5.355 5.995 3.827  -0.328
O 2.771 3.555 4.007  -0.280
C 2.420 2.593 3.049  0.672
C 3.154 1.267 3.260  0.278
F 4.485 1.423 3.173  -0.221
F 2.793 0.376 2.307  -0.260
F 2.580 3.091 1.813  -0.292
F 1.088 2.390 3.195  -0.237
H 3.181 5.475 4.370  0.328
H 2.876 5.191 2.692  0.332
H 5.122 5.391 1.309  0.277
H 2.924 0.846 4.242  0.222
C 0.594 3.041 6.597  -0.439
C -0.254 2.245 7.618  0.857
C -1.769 2.466 7.595  0.104
F -2.114 3.730 7.885  -0.216
F -2.363 1.686 8.530  -0.271
F 0.239 2.459 8.856  -0.275
F -0.041 0.925 7.347  -0.328
O 1.253 4.226 7.064  -0.413
C 0.568 5.451 7.053  0.793
C 0.412 6.039 8.458  0.204
F -0.288 5.217 9.260  -0.218
F -0.260 7.210 8.403  -0.264
F -0.599 5.326 6.404  -0.295
F 1.319 6.291 6.308  -0.295
H 1.419 2.379 6.326  0.203
H 0.062 3.216 5.661  0.324
H -2.191 2.202 6.621  0.274
H 1.387 6.213 8.917  0.245

**Molar mass**: 1200.405 g/mol
**Net charge**: +1
**Lowest unoccupied orbital energy**: -0.09956 hartree
**Maximum force**: 2.490 eV Å⁻¹
**Electronic energy**: -137005.4414 eV
**HOMO energy**: -13.2 eV

# 3
# C28H32N2O4PtSSi

A structure of composition C28H32N2O4PtSSi (wB97M-V/def2-TZVPD, the Open Molecules 2025 dataset).

Last column: Mulliken charge in e.
CARTESIAN COORDINATES (ANGSTROEM)
Pt -1.595 -1.583 0.794  0.962
C -1.540 0.399 1.186  -0.908
Si 0.196 1.096 0.915  -0.857
C 1.458 -0.231 1.363  -1.047
N 1.147 -1.580 0.878  1.312
C 1.487 -2.627 1.845  -1.146
C 2.992 -2.879 1.959  -0.731
C 3.652 -2.902 0.565  -0.636
C 2.599 -3.042 -0.530  -1.006
C 1.655 -1.845 -0.483  -0.335
C 0.443 2.495 2.151  0.711
C 0.352 2.230 3.521  -0.582
C 0.497 3.238 4.461  -0.732
C 0.733 4.542 4.044  -0.444
C 0.823 4.827 2.691  -0.745
C 0.677 3.811 1.755  -0.240
C 0.460 1.794 -0.805  1.155
C 1.763 1.988 -1.272  -0.147
C 2.009 2.569 -2.509  -0.857
C 0.949 2.976 -3.304  -0.562
C -0.353 2.801 -2.856  -0.620
C -0.590 2.217 -1.621  -0.340
H -2.278 0.986 0.642  0.647
H -1.772 0.445 2.256  0.669
H 1.506 -0.257 2.456  0.736
H 2.455 0.103 1.038  0.308
H 0.974 -3.542 1.543  0.472
H 1.054 -2.355 2.807  0.443
H 3.143 -3.827 2.479  0.452
H 3.454 -2.110 2.581  0.226
H 4.395 -3.697 0.498  0.404
H 4.189 -1.963 0.397  0.281
H 2.045 -3.977 -0.409  0.387
H 3.060 -3.083 -1.518  0.460
H 0.823 -1.963 -1.184  -0.191
H 2.212 -0.964 -0.819  0.157
H 0.164 1.218 3.868  0.279
H 0.425 3.009 5.516  0.405
H 0.846 5.332 4.775  0.375
H 1.007 5.842 2.362  0.397
H 0.752 4.050 0.700  0.309
H 2.610 1.691 -0.662  0.382
H 3.029 2.705 -2.849  0.417
H 1.134 3.423 -4.272  0.407
H -1.186 3.105 -3.478  0.408
H -1.614 2.076 -1.300  0.260
C -3.830 -1.418 3.816  -0.934
S -2.764 -2.773 3.427  1.153
O -3.433 -3.537 2.379  -0.730
O -2.473 -3.475 4.640  -0.652
O -1.520 -2.113 2.848  -0.647
H -4.745 -1.836 4.229  0.389
H -4.042 -0.863 2.905  0.246
H -3.339 -0.785 4.551  0.296
O -2.967 -3.857 -0.365  -0.262
N -2.338 -3.174 0.253  0.360
C -1.687 -1.073 -1.088  -1.255
C -1.679 -0.794 -2.262  0.574
C -1.643 -0.476 -3.659  0.486
C -0.416 -0.381 -4.318  -0.174
C -0.368 -0.045 -5.660  -0.651
C -1.541 0.203 -6.360  -0.450
C -2.765 0.114 -5.710  -0.525
C -2.819 -0.222 -4.367  -0.621
H 0.495 -0.554 -3.759  0.420
H 0.588 0.030 -6.161  0.419
H -1.503 0.466 -7.409  0.401
H -3.681 0.309 -6.251  0.404
H -3.769 -0.288 -3.854  0.460

**Molar mass**: 715.805 g/mol
**Lowest unoccupied orbital energy (alpha / beta)**: -0.06159 / -0.06151 hartree
**Maximum force**: 0.993 eV Å⁻¹
**Electronic energy**: -62681.4047 eV
**HOMO energy (alpha / beta)**: -8.3 / -8.3 eV